# 1
The following is a DFT calculation (wB97M-V/def2-TZVPD) of a molecular structure, C27H30O5PPb.

```
64
Properties=species:S:1:pos:R:3
Pb -1.17255 -1.07044 0.53814
C -1.70694 0.61583 3.26499
C -2.50461 -0.61883 3.59566
O -1.91552 -1.69966 2.84808
C -2.71776 -2.89845 2.79778
C -3.89858 -2.72757 1.84718
O -3.43200 -1.88861 0.77417
C -4.28391 -1.71208 -0.37282
C -4.23429 -0.24324 -0.74155
O -2.86663 0.23437 -0.62399
C -2.76399 1.60367 -0.15379
C -2.85412 1.62742 1.35025
O -1.72239 0.86636 1.83675
H -0.65868 0.47307 3.52567
H -2.07259 1.49375 3.79718
H -3.55845 -0.51413 3.32677
H -2.44093 -0.82948 4.66514
H -3.05732 -3.15769 3.80093
H -2.04629 -3.68604 2.45878
H -4.76536 -2.25218 2.30887
H -4.19897 -3.70402 1.46406
H -5.30978 -1.98999 -0.12951
H -3.93589 -2.36454 -1.17537
H -4.86733 0.34881 -0.08121
H -4.56573 -0.09547 -1.76902
H -3.53146 2.21986 -0.62079
H -1.78962 1.96664 -0.48853
H -3.77938 1.17249 1.70948
H -2.79007 2.64795 1.73111
O 2.46035 -1.35289 2.83700
C 3.13952 -0.82347 2.11633
C 4.01515 -0.18860 1.23851
C 5.37767 -0.20796 1.59943
C 6.26396 0.43544 0.76039
C 5.78105 1.06617 -0.38217
C 4.42307 1.06687 -0.72017
C 3.49288 0.42764 0.07720
P 1.69739 0.40159 -0.35854
C 1.59172 -0.96397 -1.54750
C 0.38921 -1.11086 -2.25556
C 0.18545 -2.20589 -3.08455
C 1.17317 -3.17577 -3.20653
C 2.36161 -3.04431 -2.50419
C 2.57041 -1.94652 -1.67590
C 1.47224 1.93652 -1.26698
C 1.10047 3.05225 -0.50967
C 0.96461 4.29140 -1.11586
C 1.18070 4.41533 -2.48337
C 1.53809 3.30858 -3.24246
C 1.68950 2.06780 -2.63912
H 5.71024 -0.70323 2.50285
H 7.31880 0.45209 0.99692
H 6.47907 1.57370 -1.03703
H 4.10116 1.58026 -1.61702
H -0.37096 -0.33171 -2.21393
H -0.73082 -2.28978 -3.65485
H 1.02080 -4.02450 -3.85998
H 3.13796 -3.79027 -2.61170
H 3.51730 -1.86144 -1.15584
H 0.93068 2.95991 0.55892
H 0.69250 5.15683 -0.52599
H 1.07289 5.38168 -2.95854
H 1.70831 3.41375 -4.30590
H 1.98499 1.21558 -3.23861
```

Properties
HOMO level	-16.506	eV
gap between HOMO and LUMO	7.007	eV
electronic energy	-1956.267510	a.u.
net charge	+3


# 2
The following is a DFT calculation (wB97M-V/def2-TZVPD) of 2 unconnected molecules or ions with the total composition C9H11NO5.

```
26
Properties=species:S:1:pos:R:3
C 2.31639 2.30719 -0.20520
C 2.19548 1.53472 -1.31114
C 1.48219 2.15300 0.92165
C 1.14217 0.54584 -1.25529
C 0.47187 1.25470 0.94787
C 0.30989 0.35157 -0.16930
C -0.63938 -1.68979 -1.29096
C -0.65295 -0.65270 -0.19696
C -1.51665 -1.00410 1.04716
N -2.16280 0.55676 -1.19868
O -2.22722 0.43254 -2.39482
O -2.67700 1.34758 -0.44232
O -1.87619 0.05963 1.96400
O -2.66396 -1.61599 0.59259
O -0.85102 -1.89976 1.87963
H 3.02379 3.11889 0.05072
H 2.89226 1.64746 -2.12862
H 1.59569 2.74695 1.77668
H 1.11678 -0.20900 -2.09063
H -0.27916 1.36252 1.69659
H 0.50864 -1.88033 -1.31455
H -1.18989 -1.29887 -2.17674
H -1.09198 -2.65101 -1.11624
H -2.10517 0.89982 1.58205
H -3.23775 -1.92549 1.36279
H -0.97064 -1.50147 2.78548
```

Properties
ΔE to the lowest compared entry with this formula, charge and spin	5.494	eV
HOMO level (alpha / beta)	-8.519 / -8.521	eV
gap between HOMO and LUMO (alpha / beta)	7.609 / 7.612	eV
electronic energy	-780.335009	a.u.


# 3
The following is a DFT calculation (wB97M-V/def2-TZVPD) of a molecular structure, C18H43BaI2O5PSi.

```
71
Properties=species:S:1:pos:R:3
Ba 0.72415 -1.02426 0.30597
I 2.50969 -2.18873 4.43701
C 4.35376 -1.34730 3.78149
I 4.84742 -1.83119 1.76685
H 5.14234 -1.72506 4.41800
H 4.26270 -0.27126 3.84709
C -1.85375 -4.20410 -1.63783
C -0.81312 -3.71046 -2.63491
C -1.44634 -3.47819 -4.00048
C 0.33236 -4.71551 -2.73875
O -0.36969 -2.43579 -2.08515
P 0.93165 -1.62674 -2.64359
O 1.37993 -2.05789 -3.97156
O 1.90666 -1.65654 -1.47658
O 0.28309 -0.13992 -2.56991
C 0.46958 0.85238 -3.62732
C -0.20635 2.10452 -3.08457
C 1.95602 1.10909 -3.85390
C -0.21931 0.40104 -4.91048
H -2.27819 -5.15019 -1.97194
H -2.65838 -3.47434 -1.53942
H -1.39783 -4.35153 -0.65651
H -1.80331 -4.42540 -4.40521
H -0.71076 -3.05721 -4.68416
H -2.28779 -2.78910 -3.91571
H -0.06129 -5.69012 -3.02406
H 0.83788 -4.82228 -1.77678
H 1.06241 -4.39184 -3.47835
H 0.31752 2.46591 -2.19828
H -1.23986 1.88674 -2.81354
H -0.19628 2.88788 -3.84179
H 2.43981 1.38421 -2.91437
H 2.08281 1.92758 -4.56185
H 2.43779 0.21655 -4.25277
H -1.28185 0.23265 -4.72497
H 0.22651 -0.52190 -5.27443
H -0.11254 1.17177 -5.67329
O 1.20369 -3.24951 0.44824
H 1.39953 -4.18369 0.30529
H 1.47739 -2.79185 -0.39559
C -1.95886 2.06557 0.63710
Si -0.61464 1.39490 1.85042
C -1.66402 0.93091 3.43989
C -2.63166 2.03395 3.88488
C -0.77346 0.55484 4.62674
C -2.48885 -0.30591 3.06724
C 0.51422 2.98732 2.09339
C 1.49147 3.01450 0.91200
C 1.34033 2.91877 3.37994
C -0.26826 4.30672 2.07975
H -2.55143 2.88894 1.04789
H -2.65513 1.27331 0.34577
H -1.48983 2.43311 -0.28058
H -2.10102 2.95364 4.13851
H -3.19350 1.72107 4.77533
H -3.35830 2.26548 3.10350
H -0.26252 1.42265 5.04112
H -0.01328 -0.17769 4.33585
H -1.37608 0.11212 5.43048
H -3.11828 -0.12064 2.19258
H -3.14675 -0.59083 3.89711
H -1.84029 -1.16237 2.84933
H 2.19381 2.17470 0.96136
H 2.07759 3.94161 0.92099
H 0.96337 2.96251 -0.04562
H 1.81831 1.93888 3.49042
H 0.72135 3.09568 4.26026
H 2.12789 3.68322 3.37258
H -0.73601 4.47602 1.10785
H 0.40019 5.15580 2.27580
H -1.05434 4.32283 2.83623
```

Properties
ΔE to the lowest compared entry with this formula, charge and spin	0.440	eV
HOMO level	-5.920	eV
gap between HOMO and LUMO	5.366	eV
electronic energy	-2339.694353	a.u.


# 4
The following is a DFT calculation (wB97M-V/def2-TZVPD) of a molecular structure, C31H34FHfN8O7S3.

```
85
Properties=species:S:1:pos:R:3
Hf -1.92482 -1.70172 0.28444
F 3.32704 2.51858 1.62844
C 2.47749 2.61457 0.58429
C 1.51296 1.67029 0.40905
C 0.60083 1.81723 -0.64401
C -0.40653 0.77869 -0.80513
O -0.41765 -0.16476 0.01380
C -1.31194 0.92737 -1.88298
C -1.19829 2.03609 -2.66525
N -0.26754 3.01094 -2.53984
C -0.36715 4.08377 -3.52320
C 0.77984 4.75266 -4.20574
C -0.11472 5.53152 -3.25883
C 0.67042 2.91788 -1.51124
C 1.70154 3.85177 -1.31651
C 2.60568 3.70733 -0.28382
N 3.63616 4.67535 -0.13826
C 4.92816 4.27525 0.37397
C 5.98193 5.24291 -0.12866
N 5.60881 6.63479 0.32335
C 4.23238 7.02516 -0.15478
C 3.24531 5.98442 0.33655
C -2.45732 -0.01393 -2.17902
O -3.36221 0.35230 -2.89000
O -2.35135 -1.20217 -1.64046
H 1.43281 0.81944 1.07757
H -1.91835 2.16565 -3.46184
H -1.21527 3.87777 -4.15771
H 0.67125 4.92679 -5.26620
H 1.78657 4.51187 -3.90304
H -0.82232 6.22878 -3.68260
H 0.27289 5.82760 -2.29674
H 1.84862 4.68089 -1.98482
H 5.18545 3.27881 0.01915
H 4.95679 4.24093 1.47332
H 6.01615 5.27527 -1.21662
H 6.97013 5.02893 0.27344
H 6.30419 7.31162 0.00816
H 5.61960 6.65696 1.34700
H 4.28740 7.03727 -1.24268
H 4.02537 8.02416 0.22379
H 2.25223 6.24151 -0.02748
H 3.20074 6.01758 1.43997
N -4.25334 1.64420 1.88939
C -3.92304 0.52892 1.23002
O -2.91727 0.49044 0.50618
C -4.79037 -0.68472 1.41774
C -4.09882 -1.93995 0.89303
H -3.64871 2.44606 1.83867
H -5.01286 1.64000 2.54560
H -5.73504 -0.46863 0.90518
H -5.03891 -0.75714 2.48089
H -4.59049 -2.27763 -0.02643
H -4.22309 -2.75482 1.61463
S 0.56449 -2.69759 -1.13657
C 1.01598 -3.96207 -0.10720
N 1.69435 -3.83674 1.03721
C 1.76575 -5.09648 1.76427
C 1.15168 -6.11178 0.76814
N 0.72405 -5.24905 -0.32425
H 1.75006 -2.92781 1.49243
H 1.20056 -5.03499 2.69619
H 2.80026 -5.34505 2.00143
H 0.29972 -6.64196 1.19576
H 1.88180 -6.84802 0.43103
H 0.15884 -5.52534 -1.11471
S -1.47285 -0.69606 2.91444
C 0.17165 -1.01828 2.79831
N 1.29472 -1.26548 2.63598
O -2.07165 -5.74925 -2.07391
S -2.99344 -5.17249 -1.13426
O -4.30633 -4.80765 -1.55413
N -2.23942 -3.92362 -0.35682
C -1.92037 -4.26128 0.88489
O -1.34135 -3.39930 1.60231
C -2.37484 -5.59620 1.32966
C -2.24406 -6.19992 2.56837
C -2.79226 -7.46768 2.72089
C -3.44781 -8.09596 1.66453
C -3.58147 -7.48224 0.42349
C -3.03493 -6.22234 0.29216
H -1.74211 -5.69171 3.38028
H -2.71527 -7.97290 3.67349
H -3.86942 -9.08024 1.81589
H -4.09766 -7.96535 -0.39304
```

Properties
ΔE to the lowest compared entry with this formula, charge and spin	0.934	eV
HOMO level	-9.474	eV
gap between HOMO and LUMO	6.192	eV
electronic energy	-3508.878873	a.u.
net charge	+1


Number 1: maximum force 0.0132 Eh/bohr. Number 2: maximum force 0.0986 Eh/bohr. Number 3: maximum force 0.1257 Eh/bohr. Number 4: maximum force 0.0117 Eh/bohr.